No. 1
DFT (the ωB97M-V functional and the def2-TZVPD basis) results for a structure of composition AlBH22O9 in a non-equilibrium geometry.

```
33
Properties=species:S:1:pos:R:3:nbo_charge:R:1
H 16.7418 -23.8578 -24.1092 0.537
O 17.4972 -23.6350 -23.5652 -0.984
O 15.5613 -20.3292 -21.8712 -0.907
O 17.6721 -20.0002 -21.8996 -0.988
H 18.0719 -23.0253 -25.1904 0.531
H 15.3033 -21.6422 -24.4898 0.435
H 17.3107 -20.6011 -23.7415 0.139
H 16.8022 -20.8906 -25.0934 0.466
H 15.4393 -21.8250 -26.3957 0.433
H 15.9521 -20.6354 -22.6897 0.459
H 16.4270 -22.8217 -20.6312 0.535
O 14.5643 -22.2277 -24.6550 -0.876
Al 18.5774 -21.8233 -22.7259 2.070
H 16.5255 -21.8464 -24.7157 0.069
H 14.8809 -23.0929 -24.3953 0.429
O 18.7001 -22.3557 -24.9198 -0.969
H 19.0652 -20.2177 -25.1750 0.524
H 19.1390 -22.0969 -25.7301 0.529
H 16.1585 -21.4708 -21.2597 0.503
H 17.8464 -24.4799 -23.2816 0.532
H 16.2716 -20.5850 -26.6437 0.442
H 14.7213 -19.9520 -22.1327 0.547
H 16.7461 -20.1327 -22.1029 0.454
H 18.9770 -19.1780 -24.0781 0.537
O 15.4642 -21.0216 -26.9153 -0.786
H 15.5490 -20.7458 -23.7256 0.144
H 16.4721 -21.9536 -22.9453 0.130
H 17.6048 -19.6915 -25.5515 0.468
O 17.0471 -20.3982 -25.8768 -0.852
H 17.7411 -19.0686 -21.6911 0.541
O 18.7782 -20.0944 -24.2702 -0.940
B 16.4797 -21.2873 -23.7940 -1.167
O 16.8219 -22.1580 -21.1968 -0.984
```

As for the orbital gap: 2.976 eV. The lowest unoccupied orbital energy is -12.73 eV. As for the charge: +2. The value obtained for the HOMO energy is -0.5771 hartree. As for the total energy: -26023.3381 eV. As for the multiplicity: 1. The value obtained for the energy relative to the best compared isomer or geometry (same formula, charge and spin) is 924.7 kJ/mol.

No. 2
DFT (the ωB97M-V functional and the def2-TZVPD basis) results for a structure of composition C10H6MgN2O5 in a non-equilibrium geometry.

```
24
Properties=species:S:1:pos:R:3:nbo_charge:R:1
N -0.2673 0.2005 4.6752 -0.784
C -1.2093 -0.0728 0.5527 -0.020
Mg -1.2381 0.6589 -2.0490 1.686
C 0.8573 1.8366 -3.0693 0.407
C 1.4042 0.0539 1.4520 -0.156
C 0.3412 0.0913 2.3687 -0.023
N -0.1540 -0.0736 -0.3165 -0.688
O -2.9900 1.4143 -4.7559 -0.265
C -2.1706 1.0703 -4.0034 0.359
C 0.7748 0.1969 3.7873 0.614
C 2.3565 -1.7826 -4.5225 0.440
C -1.0092 -0.0010 1.9341 -0.190
H -2.2295 -0.0978 0.0969 0.179
H -0.0365 0.2143 5.6537 0.437
C 1.1364 0.0017 0.0862 0.054
H 2.4291 0.1244 1.8139 0.296
O 3.1345 -2.3938 -5.0829 -0.435
H 1.9291 0.0635 -0.6602 0.237
O 1.4288 2.8066 -3.2689 -0.338
O 1.9443 0.2769 4.1098 -0.529
C -1.3312 -1.8448 -2.8129 0.414
O -1.9479 -2.8012 -2.9126 -0.348
H -1.9326 0.0353 2.5500 0.258
H -1.2201 0.0221 4.3737 0.393
```

As for the orbital gap: 6.143 eV. The lowest unoccupied orbital energy is -9.71 eV. As for the charge: +2. The value obtained for the HOMO energy is -0.5827 hartree. As for the total energy: -29112.5353 eV. As for the multiplicity: 1. The value obtained for the energy relative to the best compared isomer or geometry (same formula, charge and spin) is 142.7 kJ/mol.

No. 3
DFT (the ωB97M-V functional and the def2-TZVPD basis) results for an isolated molecule of C4H7ClN2O in a non-equilibrium geometry.

```
15
Properties=species:S:1:pos:R:3:nbo_charge:R:1
C 0.6790 1.5657 0.2248 0.032
H -0.3211 0.1896 2.8188 0.377
H 1.2953 2.4246 0.0112 0.199
O 1.2182 -1.4328 0.1695 -0.712
H -0.6393 1.8357 -1.4707 0.236
H -1.1519 0.2046 1.3679 0.365
Cl -1.6320 -0.3889 -2.5910 -0.033
C -0.4132 -0.1751 -1.2875 0.048
H -0.7003 -2.0718 -0.2951 0.182
N 0.6308 1.2725 1.4847 -0.213
H 0.8187 -1.1293 0.9874 0.487
H 0.4504 -2.0879 -1.6044 0.207
C 0.1378 -1.4899 -0.7408 -0.133
C -0.1389 1.0674 -0.9014 -0.339
N -0.2336 0.2155 1.8264 -0.704
```

As for the orbital gap: 9.731 eV. The lowest unoccupied orbital energy is 0.55 eV. The value obtained for the HOMO energy is -0.3373 hartree. As for the total energy: -21809.7446 eV. As for the multiplicity: 1. The SMILES is N/N=C\C=C(\Cl)CO. The value obtained for the energy relative to the best compared isomer or geometry (same formula, charge and spin) is 182.8 kJ/mol.

No. 4
DFT (the ωB97M-V functional and the def2-TZVPD basis) results for a structure of composition C11H21CaF11GeN3O7S2SeTe.

```
59
Properties=species:S:1:pos:R:3:nbo_charge:R:1
O -3.2631 0.6315 -3.6151 -0.566
N -2.0916 -1.2174 -0.0832 -0.220
H -2.3432 -3.8850 -0.3302 0.263
H -4.4325 -2.6462 0.3933 0.232
H 0.3528 -3.9457 2.7553 0.240
C -0.5620 -5.8862 -3.4735 -1.086
H -4.7712 1.1461 -0.1616 0.251
F -0.1893 3.7549 2.1851 -0.625
F 4.6574 2.4274 1.0142 -0.311
F 3.5159 2.2282 -0.8164 -0.312
C -4.4392 -1.5559 0.4390 -0.673
C -2.2585 -4.6884 -1.0632 -1.105
N -3.0828 -0.3264 -2.6205 -0.100
H -5.1961 1.3357 -1.8738 0.216
H -3.7230 2.0780 -1.1983 0.248
H -5.4044 -1.1939 0.0853 0.203
H -4.3041 -1.2821 1.4877 0.243
Ca 0.0765 -0.8806 0.7490 1.786
S 2.6877 -1.0095 3.0796 2.262
H 0.3705 -5.8413 -4.0383 0.223
H -2.2900 -5.6497 -0.5473 0.221
C 3.5432 1.9247 0.4830 0.728
F -2.6253 3.6186 2.7795 -0.618
H -1.3893 -5.7481 -4.1713 0.227
O 3.2717 -2.3024 3.2662 -0.911
S 3.5364 0.0911 0.6551 2.274
C 0.9996 -4.8628 -0.9922 -1.041
Se 1.4292 -3.7336 0.5357 0.257
H -3.1059 -4.6381 -1.7495 0.229
F 2.3213 1.0886 4.6172 -0.298
H -3.5722 1.4543 -3.2079 0.447
F 4.1086 -0.0491 5.0614 -0.309
H 0.1879 -5.4761 1.8663 0.210
F -1.1501 1.7601 3.6235 -0.627
F 2.1648 -0.8298 5.6108 -0.311
C -0.4269 -2.7506 -2.9089 -1.087
O -1.8386 -2.0212 0.9686 -0.796
H 0.4754 -2.7183 -3.5226 0.223
C -3.3156 -0.9986 -0.3768 0.153
Ge -0.6045 -4.5008 -2.0776 1.621
F -2.0351 3.3104 0.3559 -0.637
F 2.4940 2.4644 1.0779 -0.291
O 2.2903 -0.3357 0.0372 -1.033
O 1.2565 -1.0062 2.8052 -1.024
H -0.3865 -1.9514 -2.1707 0.233
N 3.5253 -0.0121 2.2185 -1.240
H 1.0034 -5.8952 -0.6373 0.227
O -0.3765 1.3029 1.0718 -1.276
C -3.5783 -0.0458 -1.4796 0.178
O 4.7414 -0.3583 0.0396 -0.903
C 2.8331 -0.1319 4.6904 0.732
C -4.3705 1.1961 -1.1703 -0.718
H -0.8924 -4.0866 1.4894 0.250
Te -1.4728 2.4322 1.9131 3.461
F -2.9924 1.3404 1.7962 -0.638
H -0.6495 -6.8812 -3.0341 0.222
C 0.1043 -4.3933 1.7948 -0.794
H 1.8630 -4.7552 -1.6527 0.238
H -1.2868 -2.5328 -3.5419 0.251
```

As for the orbital gap: 8.283 eV. The lowest unoccupied orbital energy is 2.29 eV. As for the charge: -1. The value obtained for the HOMO energy is -0.2201 hartree. As for the total energy: -229711.7289 eV. As for the multiplicity: 1. The value obtained for the energy relative to the best compared isomer or geometry (same formula, charge and spin) is 14.2 kJ/mol.